(1)
A cluster of 2 separate species, C18H39OSi4 in total, computed with ωB97M-V with the def2-TZVPD basis set.

```
62
Properties=species:S:1:pos:R:3:forces:R:3:lowdin_charge:R:1
C 2.998534 1.131213 -2.663076 0.596 -0.314 0.120 -0.09
O 3.383879 0.000788 -1.845958 -0.901 0.596 0.017 -0.19
C 3.130048 0.224357 -0.461657 0.973 0.057 -0.090 -0.19
C 3.454864 -0.978975 0.435789 0.414 0.000 -0.648 -0.20
C 3.660394 -0.730009 1.798775 -0.320 -0.113 -0.635 -0.05
C 3.978952 -1.767098 2.664185 -0.081 0.249 -0.275 -0.05
C 4.140604 -3.073749 2.184553 -0.201 0.355 -0.170 -0.28
C 4.524354 -4.130931 3.175322 -0.132 -0.526 0.412 -0.06
C 3.896417 -3.327690 0.825137 0.158 0.265 0.235 -0.03
C 3.558968 -2.292354 -0.056669 -0.150 0.428 0.356 -0.03
H 2.966042 0.767074 -3.699203 0.017 0.128 0.358 0.09
H 2.019607 1.597780 -2.416386 0.317 -0.568 0.201 0.06
H 3.755785 1.934866 -2.594256 -0.225 -0.319 0.029 0.10
H 3.683013 1.145612 -0.154734 -0.152 -0.673 0.127 0.14
H 3.520137 0.302197 2.122537 0.236 -0.261 0.275 0.11
H 4.106875 -1.546772 3.722733 0.077 -0.149 -0.165 0.12
H 4.596640 -5.127875 2.745808 0.124 0.037 -0.248 0.07
H 5.467699 -3.918826 3.695022 -0.165 0.077 -0.264 0.09
H 3.759995 -4.222027 3.956481 0.071 0.155 -0.064 0.08
H 4.001656 -4.342639 0.442479 -0.032 0.198 0.108 0.11
H 3.363601 -2.501961 -1.113955 0.209 0.135 0.420 0.11
C -4.022215 -1.383920 -0.726111 0.182 -0.081 -0.029 -0.21
Si -2.120665 -1.480617 -0.739673 -0.287 -1.053 -0.208 0.37
C -1.421306 -2.625330 0.583109 -0.081 0.337 0.071 -0.19
C -1.395924 -2.030014 -2.389553 -0.121 0.310 0.044 -0.20
Si -1.879093 0.766949 -0.325657 1.487 -0.161 0.029 0.78
H 2.087570 0.444400 -0.311284 -0.956 0.282 -0.085 0.10
Si -1.792781 2.265144 -2.073150 -0.064 0.536 -0.632 0.37
C -3.677561 2.507848 -2.089807 0.182 0.058 -0.124 -0.21
C -0.818282 3.828564 -1.682625 -0.149 -0.146 0.212 -0.20
C -1.074507 1.517176 -3.647244 -0.210 -0.157 0.171 -0.19
Si -1.781471 1.488727 1.855636 -0.147 0.336 0.990 0.37
C -3.667315 1.704621 1.978612 0.181 0.002 0.063 -0.21
C -1.087173 0.226367 3.071379 -0.148 -0.060 -0.289 -0.19
C -0.831939 3.097081 2.098554 -0.127 -0.070 -0.262 -0.20
H -4.423821 -2.387424 -0.921448 -0.052 0.240 0.046 0.05
H -4.403807 -1.034506 0.242924 0.045 -0.194 -0.167 0.02
H -4.399761 -0.697382 -1.495921 0.032 -0.240 0.080 0.02
H -1.767928 -3.649049 0.383607 0.093 0.221 0.002 0.05
H -0.322332 -2.616618 0.553277 -0.255 -0.042 0.013 0.04
H -1.739836 -2.347983 1.593841 0.055 -0.137 -0.195 0.01
H -1.701189 -3.068185 -2.579593 0.097 0.199 0.059 0.05
H -1.739957 -1.413248 -3.227422 0.068 -0.200 0.137 0.01
H -0.297559 -1.987762 -2.356999 -0.272 -0.053 -0.021 0.04
H -3.933295 3.226868 -2.878001 -0.109 -0.121 0.149 0.05
H -4.208455 1.567557 -2.287448 0.091 0.201 -0.090 0.02
H -4.045865 2.895271 -1.130788 0.082 0.049 -0.221 0.02
H -0.978409 4.558457 -2.488580 0.066 -0.167 0.155 0.05
H -1.124288 4.290393 -0.736551 0.069 -0.039 -0.251 0.01
H 0.256865 3.603861 -1.623803 -0.275 0.091 -0.043 0.03
H -1.174620 2.249184 -4.460548 0.050 -0.143 0.159 0.05
H -0.007338 1.279712 -3.522423 -0.317 0.096 -0.042 0.02
H -1.595409 0.599289 -3.946109 0.122 0.254 -0.003 0.02
H -3.910717 2.079142 2.981668 -0.091 -0.068 -0.210 0.05
H -4.042245 2.421218 1.235722 0.052 -0.049 0.235 0.02
H -4.196567 0.755917 1.818868 0.079 0.175 0.156 0.02
H -1.235270 0.601929 4.093185 0.052 -0.042 -0.213 0.05
H -1.579594 -0.749063 2.992959 0.102 0.203 0.083 0.01
H -0.010162 0.082497 2.906516 -0.242 0.027 0.070 0.04
H -1.017106 3.469491 3.115823 0.066 -0.108 -0.203 0.05
H 0.247118 2.923944 1.982120 -0.251 0.070 0.064 0.04
H -1.133849 3.876511 1.390014 0.064 -0.116 0.202 0.01
```
Positions in Å, forces in eV/Å.

Computed properties:
Maximum force in hartree/bohr: 0.029
ΔE to the lowest compared entry with this formula, charge and spin in kJ/mol: 26.67
Charge: +1
Frontier orbital gap in eV: 5.52
E in Ha: -1942.2493


(2)
The ion C7H10NS with charge +1, computed with ωB97M-V with the def2-TZVPD basis set.

```
19
Properties=species:S:1:pos:R:3:forces:R:3:lowdin_charge:R:1
C -2.139442 1.953467 -0.195007 1.025 -0.268 2.312 -0.22
C -1.369325 1.743273 0.886223 0.083 -1.365 -3.841 0.33
C -2.056306 1.509717 -1.506537 2.473 -1.075 1.167 -0.34
C 0.814994 -0.918627 1.400324 0.661 0.009 1.898 -0.09
C 1.802683 0.085073 0.809081 -1.115 -0.522 0.514 0.00
C 0.730217 -0.683137 -0.068684 2.544 -1.749 1.199 -0.63
C 1.041434 -1.895547 -0.906794 0.407 -1.679 -1.134 -0.02
N -0.231756 0.122313 -0.481434 -3.473 3.869 -0.099 -0.27
S -0.750431 0.481394 -1.915463 -1.341 0.303 1.208 1.20
H -2.904167 2.638348 0.160079 -0.523 0.402 -0.358 0.15
H -1.209884 1.464253 1.891827 0.036 -0.173 0.761 0.07
H -2.701677 1.835270 -2.225188 -1.374 0.748 -2.004 0.04
H 1.182958 -1.943648 1.671889 -0.265 1.272 -0.296 0.13
H 0.125376 -0.516424 2.173489 0.109 -0.326 -1.041 0.11
H 1.535007 1.177249 1.021181 0.864 -1.803 -0.571 0.13
H 2.816490 -0.299074 0.710202 -0.103 0.671 -0.122 0.11
H 1.146562 -2.850902 -0.291088 -0.322 1.411 -0.718 0.11
H 1.984299 -1.852215 -1.501477 -0.717 0.304 0.328 0.10
H 0.182968 -2.050783 -1.632623 1.030 -0.029 0.796 0.08
```
Positions in Å, forces in eV/Å.

Computed properties:
Maximum force in hartree/bohr: 0.101
ΔE to the lowest compared entry with this formula, charge and spin in kJ/mol: 451.20
Charge: +1
Frontier orbital gap (spin up / spin down) in eV: 6.85 / 7.03
E in Ha: -725.1805


Which of these has the lowest maximum force?
C18H39OSi4